Formula: C36H31N9OSSeV
Source: the OMol25 dataset
Level of theory: ωB97M-V/def2-TZVPD

Results
- ΔE to the lowest compared entry with this formula, charge and spin (kcal/mol) = 14.14
- total charge = +3
- LUMO energy (spin up / spin down) (eV) = -11.60 / -11.54
- gap between HOMO and LUMO (spin up / spin down) (eV) = 4.896 / 4.954
- 2S+1 = 1

Each line ends with the Mulliken charge.
Positions of all 80 atoms, in Å:
Se -2.0306 -3.2992 -0.3443  0.29
V -0.0409 -0.5411 -0.0070  -1.00
S -2.4575 -0.3162 0.0452  -0.35
O -0.1737 1.1356 0.0468  -0.37
N -2.0568 2.4604 -0.0520  -0.17
N -0.0378 -0.8524 2.1002  0.78
N -0.0847 -0.7227 -2.1537  0.61
N 1.7870 -0.6373 -0.0242  2.99
N -1.4622 -4.9398 -0.2867  -0.64
N 2.3172 -0.6358 -2.4035  -0.43
N -4.1753 1.6683 -0.1705  0.29
N -0.3530 -2.6045 -0.0594  0.24
N 2.3213 -0.4087 2.3426  -0.45
C 1.8729 -3.6597 0.3698  -0.18
C 4.0200 -0.2823 0.6447  0.62
C -0.2053 -1.0613 -4.9474  -0.58
C 1.8583 5.6308 0.2995  -0.52
C -0.3835 4.7876 0.1683  -0.87
C 1.5144 3.2640 0.1680  -0.24
C -0.1689 -4.9529 -0.0588  0.29
C -1.3617 -1.0313 -4.1810  -1.24
C 0.9973 -0.9203 -4.2958  -0.54
C -1.2413 -1.4223 4.1089  -1.32
C -4.6707 3.0735 -0.2732  -0.61
C 0.5643 -6.1809 0.0480  -0.82
C 0.1283 3.4822 0.1236  0.87
C 5.1856 -0.0939 1.3679  -0.63
C 5.1933 -0.3206 -1.4669  -0.27
C 6.3663 -0.0179 0.6404  -0.73
C 2.5263 -4.8513 0.4655  -1.12
C -0.7875 2.3779 0.0324  0.13
C -1.2584 -0.8639 -2.8233  0.19
C 2.6522 -0.5808 -1.1951  -0.91
C -5.5871 0.1526 -1.5393  -0.83
C 1.0724 -0.6694 2.8636  0.36
C 2.3747 4.3384 0.2552  -0.92
C -1.1593 -1.2590 2.7497  -0.03
C 6.3701 -0.1297 -0.7539  -0.76
C -2.9055 1.3962 -0.0923  0.34
C -5.2555 0.6526 -0.1435  -0.89
C 1.0444 -0.7628 -2.9133  0.18
C 1.0378 -0.7948 4.2495  -0.65
C 2.6498 -0.4309 1.1275  -0.39
C -0.1214 -1.1659 4.8900  -0.47
C 0.4848 5.8552 0.2566  -0.73
C 4.0244 -0.3949 -0.7301  0.74
C 1.8866 -6.1212 0.3020  -0.71
C 0.4809 -3.6580 0.0862  1.37
C -4.9332 3.6567 1.1034  -1.09
H -2.1546 -0.8350 -2.2292  0.15
H -5.5821 3.0122 -0.8660  0.41
H 1.9420 -0.9288 -4.8194  0.59
H 1.9134 2.2593 0.1314  0.61
H -5.6406 3.0535 1.6729  0.38
H -4.0072 3.7440 1.6716  0.29
H 3.5877 -4.8374 0.6808  0.50
H 7.3099 -0.0673 -1.2859  0.49
H 0.1000 6.8648 0.2930  0.46
H 7.3036 0.1273 1.1607  0.49
H -0.2445 -1.1886 -6.0211  0.48
H -2.0257 -1.4567 2.1441  0.48
H -2.1790 -1.7390 4.5433  0.50
H -3.9415 3.6554 -0.8248  0.41
H 0.0303 -7.1131 -0.0749  0.51
H -5.8728 0.9724 -2.1982  0.36
H -6.1133 1.1551 0.2989  0.46
H 5.1896 -0.4083 -2.5445  0.60
H -6.4267 -0.5387 -1.4818  0.41
H 2.4723 -7.0254 0.3921  0.44
H -2.3423 -1.1326 -4.6245  0.53
H -1.4526 4.9469 0.1365  0.42
H 2.4278 -2.7538 0.5209  0.64
H -5.3625 4.6512 0.9899  0.40
H 5.1754 -0.0110 2.4460  0.60
H 2.5339 6.4734 0.3681  0.44
H 3.4438 4.1813 0.2883  0.49
H -0.1511 -1.2719 5.9663  0.48
H -4.7413 -0.3738 -1.9849  0.10
H -4.9703 -0.1534 0.5280  0.46
H 1.9595 -0.6104 4.7818  0.58

***

Formula: C36H31O23P
Source: the OMol25 dataset
Level of theory: ωB97M-V/def2-TZVPD

Results
- SMILES = O=C1C=C(O)C(=O)C=C1O.O=C1C=C(O)C(=O)C=C1O.O=C1C=C(O)C(=O)C=C1O.O=C1C=C(O)C(=O)C=C1O.O=C1C=C(O)C(=O)C=C1O.C=CCC(=O)OCP(C)O
- total charge = 0
- LUMO energy (eV) = -1.77
- gap between HOMO and LUMO (eV) = 6.395
- 2S+1 = 1

Each line ends with the Mulliken charge.
Positions of all 91 atoms, in Å:
P 3.5409 2.5135 5.8781  0.14
O 4.9715 0.5278 4.3846  -0.24
O 5.2986 -0.2314 -0.2683  -0.46
O 7.8767 0.6412 -0.6223  -0.58
O -7.7825 -1.0029 -2.5027  -0.41
O 0.8339 1.7271 -5.4418  -0.62
O 2.0442 1.8781 6.5736  -0.50
O -10.7382 -1.7074 -6.8594  -0.61
O -10.3606 -1.8754 -2.1487  -0.59
O -0.9554 0.9988 -0.4939  -0.56
O 7.5262 0.7234 -5.3375  -0.57
O -7.8517 -2.6208 -0.3325  -0.71
O 1.1569 0.1202 6.1109  -0.39
O 1.6249 0.2292 -1.0266  -0.60
O 0.5162 -0.3140 1.4457  -0.48
O -2.7481 -1.9862 -1.6604  -0.62
O -1.7156 2.5782 -4.8858  -0.58
O -0.9934 -1.5640 6.3825  -0.62
O -6.3833 -4.8894 -0.8129  -0.58
O 6.2669 0.6916 2.3907  -0.59
O -4.1932 0.2774 -1.0930  -0.54
O -8.1331 -0.9207 -7.2179  -0.57
O -1.6882 -1.9261 1.7191  -0.57
O 4.9210 -0.0633 -4.9789  -0.64
C 7.2143 0.4676 -1.6397  0.93
C -8.6458 -1.1308 -5.9510  0.43
C -6.6711 -2.4564 -0.6211  1.15
C -9.8562 -1.6383 -3.4143  0.35
C 7.0135 0.5133 -4.0705  0.41
C 4.8173 1.0483 5.7218  -0.32
C -0.5534 1.1900 -1.6362  0.86
C 1.2927 0.9660 -3.2502  -0.57
C -10.0658 -1.5662 -5.8440  0.87
C -1.3967 -1.7790 4.0621  -0.82
C 0.8316 0.7905 -2.0103  0.41
C 0.4434 1.5665 -4.2903  0.80
C -3.9195 -2.1525 -1.3392  1.04
C -0.9317 1.9912 -3.9095  0.17
C -0.6695 -1.2725 5.2365  0.85
C -4.5252 -3.4899 -1.2436  -1.10
C 0.8845 -0.0524 3.7671  -0.82
C -4.7756 -0.9750 -1.0259  -0.03
C 0.1718 -0.5785 2.5927  0.94
C -1.3942 1.8126 -2.6706  -0.88
C 7.7404 0.8965 4.4422  -0.45
C 7.7663 0.6960 -2.9840  -0.94
C -1.0077 -1.4558 2.8272  -0.02
C 7.9965 2.5401 4.5904  -0.17
C 5.0490 -0.1736 -2.6201  -0.82
C 5.8030 0.0058 -1.5338  0.22
C -6.0596 -1.1204 -0.6930  -0.44
C -10.6102 -1.8177 -4.5005  -0.81
C 6.2645 0.7235 3.7549  0.40
C 8.3177 3.2187 5.8885  -0.61
C 0.4936 -0.3726 5.0021  0.27
C -8.4450 -1.1764 -3.5202  0.80
C -7.8930 -0.9481 -4.8644  -1.02
C 3.2218 3.2091 4.1233  -0.71
C -5.8083 -3.6353 -0.9073  0.31
C 5.5934 0.0779 -3.9636  1.02
H 2.3180 1.4578 7.4450  0.33
H 1.0649 0.2081 -0.2203  0.53
H 4.2412 3.6940 3.7617  0.32
H -3.8871 -4.3380 -1.4564  0.45
H 6.7875 0.5265 -5.9538  0.35
H 2.3943 4.0476 4.2458  0.32
H -1.1577 2.5937 -5.6939  0.35
H -6.6940 -0.2731 -0.4650  0.43
H 7.7355 0.3987 5.5255  0.31
H -1.2132 -1.5543 0.9441  0.26
H -2.2509 -2.4176 4.2471  0.47
H -2.3925 2.1144 -2.3807  0.63
H 2.9227 2.3532 3.3781  0.14
H 5.7615 1.4150 6.2901  0.28
H -9.6237 -1.6727 -1.5320  0.32
H 1.7295 0.5989 3.5822  0.31
H 7.8657 3.1572 3.5803  0.29
H 4.3429 0.1801 6.3902  0.23
H 8.0738 4.3840 5.9476  0.22
H -3.2604 0.1176 -1.3551  0.22
H 6.0355 -0.0286 0.3484  0.28
H 8.6215 0.3766 3.8439  0.31
H 2.2965 0.6783 -3.5363  0.32
H 0.6856 -0.2565 6.8856  0.35
H -11.6382 -2.1509 -4.4380  0.43
H -6.8600 -0.6297 -4.9275  0.47
H 8.7491 2.6323 6.8308  0.25
H -8.8718 -1.1176 -7.8342  0.35
H 4.0210 -0.5069 -2.5576  0.54
H -7.3177 -4.7293 -0.5567  0.35
H 8.7992 1.0144 -3.0471  0.40

***

Formula: C36H32AsClNdOP
Source: the OMol25 dataset
Level of theory: ωB97M-V/def2-TZVPD

Results
- ΔE to the lowest compared entry with this formula, charge and spin (kcal/mol) = 0.00
- total charge = +2
- LUMO energy (spin up / spin down) (eV) = -6.13 / -6.03
- gap between HOMO and LUMO (spin up / spin down) (eV) = 7.590 / 7.699
- 2S+1 = 4

Each line ends with the Mulliken charge.
Positions of all 73 atoms, in Å:
Nd 0.9919 0.9379 -0.6257  1.17
As 1.1375 3.1449 2.1514  1.28
Cl 0.2105 -0.7825 1.0767  -0.37
P -1.3130 -0.0657 -1.9025  0.77
O 0.6290 2.6412 0.5408  -0.62
C -3.7492 0.4398 -0.6894  -0.38
C 4.1642 -0.0131 3.9103  -0.50
C -0.0685 -3.4275 -3.9671  -0.77
C -1.1279 2.4423 -5.1813  -0.65
C -1.5178 2.2850 2.7955  0.17
C -2.7346 2.9297 4.7914  -0.58
C 2.2975 1.7393 2.8114  0.46
C 1.1459 1.8728 -4.5738  -0.98
C -5.8804 -0.1205 -1.6947  -0.49
C 2.2731 4.6014 1.6518  0.42
C -1.6094 1.6711 -4.1209  -0.59
C -0.7078 -4.0890 -1.7234  -0.79
C 4.2416 6.4318 0.9552  -0.51
C 0.2500 2.5499 -5.3979  -0.57
C 3.5487 5.7422 -0.0471  -0.63
C -0.4452 -2.1089 -3.6931  -0.11
C 2.9067 5.3378 2.6623  -0.45
C -3.8470 -0.4605 -2.9603  -0.25
C 2.5378 4.8462 0.3011  -0.24
C -2.6189 2.1354 3.6431  -0.48
C -0.5218 3.2145 3.1129  0.21
C -1.0755 -2.7799 -1.4353  -0.50
C -0.6894 4.0978 4.1910  -0.41
C 2.0605 1.1837 4.0784  -0.34
C -5.2407 -0.5156 -2.8759  -0.77
C 3.8985 6.2581 2.3026  -0.68
C 0.6869 1.0374 -3.5497  -0.51
C -1.7937 3.9392 5.0382  -0.58
C 4.3325 0.4507 2.6041  -0.88
C -0.9085 -1.7799 -2.4102  0.73
C -0.1926 -4.4142 -2.9831  -0.44
C 3.4116 1.3545 2.0536  -0.19
C -3.1030 -0.0042 -1.8619  0.32
C -0.7157 0.9618 -3.3071  0.70
C 3.0139 0.3227 4.6352  -0.67
C -5.1388 0.3683 -0.6102  -0.52
H -1.9102 4.5992 5.8992  0.41
H 1.4134 0.3471 -3.0636  0.57
H 2.2191 1.9706 -4.7358  0.45
H 0.0430 4.8866 4.3648  0.34
H -3.3371 -0.7759 -3.8729  0.50
H 5.0366 7.1221 0.6772  0.40
H 0.3171 -3.6872 -4.9550  0.42
H -1.4392 -2.4984 -0.4453  0.35
H 0.1096 -5.4407 -3.1975  0.41
H 5.1996 0.1286 2.0216  0.41
H -3.3319 5.1357 -3.9753  -0.05
H 2.6123 5.1968 3.7031  0.34
H -2.6781 1.6124 -3.9051  0.51
H -1.4147 1.6631 1.9046  -0.06
H -3.1475 0.8161 0.1403  0.27
H -5.8147 -0.8736 -3.7330  0.40
H -1.8279 2.9648 -5.8334  0.47
H -0.8137 -4.8706 -0.9733  0.42
H -3.5590 2.7643 5.4881  0.40
H 3.5933 1.7676 1.0498  0.54
H -5.6567 0.6868 0.2961  0.41
H -3.9170 4.9226 -3.5555  0.05
H 0.6232 3.1512 -6.2263  0.43
H -0.3694 -1.3332 -4.4604  0.42
H 1.1470 1.4310 4.6257  0.42
H 4.3969 6.8373 3.0795  0.40
H 4.9322 -0.6337 4.3753  0.41
H -3.3715 1.3853 3.3984  0.45
H 3.7788 5.8984 -1.1009  0.41
H 2.8741 -0.0779 5.6404  0.42
H -6.9657 -0.1852 -1.6102  0.41
H 1.9534 4.3302 -0.4646  0.49